(1)
Formula: C11H25NO4P
Source: the OMol25 dataset
Level of theory: ωB97M-V/def2-TZVPD

Output
Orbital gap (Ha): 0.2229
Total charge: -1
E_HOMO (eV): -3.85
Total energy (Eh): -1130.9598

Cartesian coordinates (Å):
C -2.878 3.377 0.265
C -4.112 2.549 0.307
C -4.209 0.931 0.539
P -2.741 0.146 1.470
O -2.426 -0.870 0.048
C -1.127 -0.504 -0.565
C -0.674 -1.620 -1.724
C 0.863 -1.168 -2.182
O -3.769 -1.087 2.230
C -3.329 -1.028 3.664
C -2.458 0.366 3.966
O -2.914 1.256 2.847
H -1.960 2.926 -0.344
H -2.744 4.448 0.739
H -5.138 3.125 0.106
H -4.435 0.334 -0.466
H -5.172 0.750 1.222
H -1.678 -0.651 2.064
H -1.680 0.946 0.915
H -0.226 -0.519 0.218
H -1.169 0.529 -1.161
H -0.683 -2.718 -1.316
H -1.409 -1.533 -2.648
H 0.833 -0.253 -2.940
H 1.427 -2.058 -2.733
H 1.530 -0.838 -1.279
H -2.776 -2.044 3.958
H -4.237 -0.864 4.421
H -1.277 0.255 4.027
H -2.699 0.967 4.942
C 4.257 0.583 -1.205
O 3.043 0.483 -1.336
N 5.188 -0.325 -1.662
C 6.610 -0.135 -1.467
C 4.730 -1.508 -2.361
H 4.711 1.444 -0.688
H 7.100 -0.098 -2.444
H 7.004 -0.978 -0.891
H 6.814 0.794 -0.927
H 4.164 -1.202 -3.246
H 4.069 -2.078 -1.701
H 5.576 -2.131 -2.662

Cartesian forces (eV/Å) of the 6 atoms listed first:
-2.072 -2.356 -0.851
2.125 1.910 -0.383
-2.080 0.912 -0.850
1.552 -0.143 -1.199
2.399 0.289 -1.552
-0.184 -1.491 -0.860



(2)
Formula: C4H12N2OS
Source: the OMol25 dataset
Level of theory: ωB97M-V/def2-TZVPD

Output
Orbital gap (Ha): 0.1504
E_HOMO (eV): -8.33
Relative energy (zero: lowest compared OMol25 entry of this formula, charge and spin) (eV): 8.172
Total energy (Eh): -742.2607

Cartesian coordinates (Å):
C -0.306 1.168 -0.747
N -1.702 1.459 -0.861
C -0.014 -0.131 0.059
C 1.246 -0.872 -0.452
S 2.612 0.268 -0.372
N -1.181 -1.001 -0.021
C -2.076 -0.790 1.248
O -2.337 0.526 1.316
H 0.335 1.976 -0.348
H 0.136 0.905 -1.784
H 5.757 -0.352 0.533
H -2.025 2.127 -1.604
H 0.194 0.133 1.086
H 1.154 -1.208 -1.483
H 1.377 -1.757 0.252
H 5.096 -0.229 0.891
H -1.677 -0.833 -0.993
H -2.894 -1.492 1.271
H -1.345 -1.119 2.049
H -2.348 1.222 -0.040

Cartesian forces (eV/Å) of the 6 atoms listed first:
-0.050 -1.211 -2.785
-0.206 1.601 -1.060
-3.518 -0.187 0.424
2.313 -0.902 -0.209
-0.950 -0.355 0.197
0.525 1.191 -1.347



> Look up the orbital gap of the first one.

0.2229 Ha



> orbital gap of number 2 (C4H12N2OS)?

0.1504 Ha



> Which of these has the lowest total energy?

C11H25NO4P